# 1
{
  "formula": "C3H4OS2",
  "method": "ωB97M-V/def2-TZVPD",
  "orbital_gap_ha": [0.2112, 0.2791],
  "fmax_ha_per_bohr": 0.1676,
  "spin_multiplicity": 3,
  "symbols": ["C", "C", "C", "O", "S", "S", "H", "H", "H", "H"],
  "coordinates": [[2.2225, -0.2393, 0.1150], [-0.2144, 0.2875, -0.1234], [-1.3553, 0.5225, 0.4882], [1.7431, -1.1925, -0.4168], [1.2256, 1.1606, 0.3340], [-2.8376, -0.2830, 0.0602], [3.3392, -0.0785, 0.4107], [-0.3371, -0.4155, -1.0185], [-1.4363, 1.1310, 1.3117], [-2.3497, -0.8927, -1.1611]],
  "lowdin_charge": [-0.641, -0.568, -0.676, -0.055, 0.978, 0.801, 0.108, 0.090, 0.014, -0.052]
}


# 2
{
  "formula": "C20H60BNO17",
  "method": "ωB97M-V/def2-TZVPD",
  "orbital_gap_ha": 0.3563,
  "fmax_ha_per_bohr": 0.1809,
  "symbols": ["C", "C", "O", "O", "C", "O", "C", "B", "N", "C", "C", "O", "C", "C", "O", "H", "H", "H", "H", "H", "H", "H", "H", "H", "H", "H", "H", "C", "O", "H", "H", "H", "H", "C", "O", "H", "H", "H", "H", "C", "O", "H", "H", "H", "H", "C", "O", "H", "H", "H", "H", "C", "O", "H", "H", "H", "H", "C", "O", "H", "H", "H", "H", "C", "O", "H", "H", "H", "H", "C", "O", "H", "H", "H", "H", "C", "O", "H", "H", "H", "H", "C", "O", "H", "H", "H", "H", "C", "O", "H", "H", "H", "H", "C", "O", "H", "H", "H", "H"],
  "coordinates": [[-1.7494, -0.8554, -0.7414], [-3.2263, -0.9642, -1.5121], [-3.5304, -0.0120, -2.4202], [-4.1295, -2.0951, -1.2280], [-5.1590, -1.7457, -0.2372], [-5.8225, -0.5742, -0.4386], [-5.6300, -2.6428, 1.0503], [-4.4586, -3.5799, 1.7202], [-3.0365, -3.7576, 1.2231], [-3.0015, -4.8101, 0.0946], [-1.7441, -4.6347, -0.9800], [-3.9541, -5.7689, -0.0192], [-2.1646, -4.4087, 2.3141], [-1.8803, -3.6849, 3.7929], [-1.5335, -5.5987, 2.1414], [-1.9780, -0.8410, 0.4234], [-1.0402, -1.7741, -1.0007], [-1.2298, 0.1528, -1.1079], [-5.9913, -1.8831, 1.8903], [-6.6021, -3.2674, 0.7510], [-4.7559, -4.1625, 2.7240], [-1.2423, -5.6703, -1.2093], [-0.8747, -3.9407, -0.5507], [-2.1277, -4.0723, -1.9598], [-2.3273, -2.5999, 3.8000], [-0.6992, -3.6557, 3.9429], [-2.3272, -4.3741, 4.6289], [2.2722, -3.2862, -2.0884], [1.2100, -2.9050, -1.2338], [1.8986, -4.0059, -2.8204], [2.6559, -2.4056, -2.6095], [3.0675, -3.7489, -1.4988], [1.5715, -2.2666, -0.5956], [1.5316, 0.3849, 1.9719], [1.6912, -0.7900, 1.1985], [1.3481, 1.2287, 1.3027], [0.6800, 0.2656, 2.6462], [2.4422, 0.5702, 2.5471], [1.8525, -1.5211, 1.8190], [-6.7348, -6.0438, 4.6124], [-6.4683, -5.5658, 3.3068], [-6.9160, -5.1924, 5.2724], [-7.6211, -6.6827, 4.5937], [-5.8733, -6.6083, 4.9776], [-6.3116, -6.3433, 2.7441], [2.5216, 2.6585, -1.3540], [1.4594, 3.0397, -0.4994], [2.1480, 1.9388, -2.0860], [2.9052, 3.5391, -1.8752], [3.3168, 2.1957, -0.7644], [1.8209, 3.6781, 0.1388], [1.2620, -7.9140, -1.9284], [1.6693, -6.6804, -1.3659], [1.0594, -7.7700, -2.9922], [2.0595, -8.6514, -1.8082], [0.3531, -8.2603, -1.4302], [1.8419, -6.8395, -0.4223], [0.1554, 2.9392, -4.8313], [0.5627, 4.1728, -4.2688], [-0.0473, 3.0832, -5.8950], [0.9529, 2.2018, -4.7111], [-0.7536, 2.5929, -4.3331], [0.7352, 4.0137, -3.3252], [1.1391, 2.3324, 5.5655], [1.2987, 1.1574, 4.7921], [0.9556, 3.1762, 4.8963], [0.2875, 2.2130, 6.2398], [2.0497, 2.5176, 6.1406], [1.4600, 0.4264, 5.4126], [2.2628, -2.9933, 4.7289], [1.8044, -3.1431, 3.3979], [1.5807, -2.3311, 5.2672], [2.2832, -3.9692, 5.2202], [3.2639, -2.5552, 4.7233], [2.4290, -3.7352, 2.9453], [1.2774, 7.1790, -5.9778], [1.4370, 6.0041, -6.7512], [1.0939, 8.0228, -6.6470], [0.4258, 7.0596, -5.3035], [2.1880, 7.3642, -5.4027], [1.5983, 5.2730, -6.1307], [4.8319, 8.2339, -7.2345], [5.0139, 9.0140, -6.0673], [3.9415, 8.5848, -7.7612], [5.7034, 8.3410, -7.8851], [4.6984, 7.1856, -6.9561], [5.8106, 8.6796, -5.6212], [5.3901, 8.6529, -2.7251], [6.2817, 7.8463, -3.4725], [5.2570, 9.6069, -3.2404], [4.4242, 8.1486, -2.6412], [5.8065, 8.8332, -1.7309], [6.3803, 7.0072, -2.9910], [-2.7238, 2.2077, 5.6399], [-2.4667, 1.1113, 6.4977], [-2.2193, 2.0385, 4.6858], [-3.7999, 2.2943, 5.4702], [-2.3409, 3.1248, 6.0944], [-2.9267, 1.2897, 7.3356]],
  "lowdin_charge": [0.002, -0.253, -0.005, -0.025, -0.220, -0.021, -0.023, -0.164, 0.064, -0.246, -0.010, -0.019, -0.249, -0.013, -0.051, 0.099, 0.070, 0.108, 0.144, 0.153, 0.075, 0.092, 0.073, 0.110, 0.090, 0.084, 0.099, -0.152, -0.155, 0.079, 0.076, 0.076, 0.053, -0.152, -0.144, 0.065, 0.069, 0.076, 0.049, -0.157, -0.156, 0.081, 0.076, 0.077, 0.093, -0.163, -0.141, 0.079, 0.075, 0.079, 0.088, -0.166, -0.142, 0.081, 0.074, 0.076, 0.085, -0.148, -0.138, 0.084, 0.073, 0.082, 0.070, -0.147, -0.147, 0.085, 0.067, 0.078, 0.084, -0.148, -0.140, 0.076, 0.082, 0.081, 0.097, -0.168, -0.140, 0.079, 0.073, 0.069, 0.054, -0.165, -0.144, 0.079, 0.074, 0.076, 0.057, -0.161, -0.138, 0.081, 0.078, 0.075, 0.087, -0.174, -0.140, 0.080, 0.077, 0.074, 0.083]
}


# 3
{
  "formula": "C41H35BrN4O3PSTa",
  "method": "ωB97M-V/def2-TZVPD",
  "orbital_gap_ha": 0.2574,
  "fmax_ha_per_bohr": 0.0418,
  "charge": 2,
  "symbols": ["Ta", "Br", "C", "C", "C", "C", "O", "C", "C", "N", "C", "C", "C", "C", "C", "C", "C", "C", "N", "C", "C", "H", "H", "H", "H", "H", "H", "H", "H", "H", "H", "N", "N", "C", "O", "O", "H", "H", "H", "C", "C", "C", "C", "C", "C", "P", "C", "C", "C", "C", "C", "C", "C", "C", "C", "C", "C", "C", "C", "C", "C", "C", "H", "H", "H", "H", "H", "H", "H", "H", "H", "H", "H", "H", "H", "H", "H", "H", "C", "S", "C", "H", "H", "H", "H", "H", "H"],
  "coordinates": [[-0.3576, -0.1876, -0.1013], [-4.0788, 3.3262, -5.9880], [-3.1403, 2.4145, -4.6498], [-3.1394, 1.0227, -4.6426], [-2.4611, 0.3251, -3.6490], [-1.8097, 1.0609, -2.6842], [-1.1574, 0.4591, -1.6503], [-1.7801, 2.4485, -2.6697], [-1.0110, 3.1887, -1.6694], [-0.4968, 2.6928, -0.6064], [0.2726, 3.5720, 0.1844], [-0.0159, 4.8974, 0.3645], [0.8139, 5.7167, 1.1566], [1.9219, 5.1889, 1.7492], [2.2298, 3.8138, 1.5964], [3.3776, 3.2440, 2.1929], [3.6106, 1.9160, 2.0328], [2.6812, 1.1549, 1.2976], [1.6038, 1.6226, 0.7030], [1.3863, 2.9811, 0.8332], [-2.4517, 3.1308, -3.6827], [-3.6641, 0.4823, -5.4187], [-2.4462, -0.7560, -3.6210], [-0.8427, 4.2396, -1.9160], [-0.9090, 5.3204, -0.0785], [0.5669, 6.7619, 1.2830], [2.5815, 5.8072, 2.3446], [4.0535, 3.8703, 2.7620], [4.4714, 1.4256, 2.4651], [2.8588, 0.0919, 1.2440], [-2.4337, 4.2130, -3.7130], [2.0443, -0.9206, -0.8147], [2.4527, -1.8388, 0.1744], [1.7272, -1.9383, 1.3373], [1.9644, -2.6121, 2.2887], [0.6672, -1.0973, 1.2348], [2.0715, -1.4087, -1.7005], [2.6929, -0.1372, -0.8297], [3.3229, -2.3394, 0.0856], [-6.5521, 0.1539, 0.3058], [-5.4749, 0.6170, -0.4332], [-4.1875, 0.2189, -0.1029], [-3.9730, -0.6450, 0.9680], [-5.0620, -1.0944, 1.7202], [-6.3452, -0.6962, 1.3860], [-2.3339, -1.3190, 1.2555], [-2.0801, -1.6149, 3.0187], [-1.1719, -2.6042, 3.3909], [-0.9412, -2.8653, 4.7347], [-1.6256, -2.1514, 5.7056], [-2.5326, -1.1612, 5.3407], [-2.7503, -0.8832, 4.0024], [-2.3230, -2.9802, 0.5669], [-3.1114, -3.9948, 1.0417], [-3.0957, -5.2544, 0.4108], [-2.3061, -5.4574, -0.6863], [-1.4910, -4.4191, -1.1994], [-0.7205, -4.5961, -2.3733], [-0.0269, -3.5490, -2.8982], [-0.0205, -2.3003, -2.2316], [-0.6711, -2.0893, -1.0340], [-1.4796, -3.1659, -0.5461], [-7.5586, 0.4550, 0.0471], [-5.6349, 1.2898, -1.2655], [-3.3576, 0.5927, -0.6860], [-4.9140, -1.7522, 2.5674], [-7.1847, -1.0511, 1.9687], [-0.6340, -3.1705, 2.6426], [-0.2318, -3.6314, 5.0175], [-1.4573, -2.3640, 6.7534], [-3.0685, -0.6073, 6.1001], [-3.4412, -0.0975, 3.7245], [-3.7514, -3.8441, 1.9025], [-3.7223, -6.0499, 0.7903], [-2.3033, -6.4174, -1.1879], [-0.7229, -5.5611, -2.8651], [0.5162, -3.6634, -3.8274], [0.4925, -1.4871, -2.7348], [-1.4334, 2.8740, 2.7139], [-1.0795, 1.1600, 2.3312], [0.0893, 0.7418, 3.6184], [-1.8830, 2.8714, 3.7064], [-2.1602, 3.2466, 1.9953], [-0.5454, 3.4986, 2.7066], [0.9674, 1.3856, 3.5698], [0.3788, -0.2987, 3.4975], [-0.4141, 0.8593, 4.5774]],
  "lowdin_charge": [1.731, 0.829, -0.683, -0.077, 0.027, -0.289, -0.318, -0.125, -0.033, 0.070, -0.255, -0.014, -0.035, -0.005, -0.141, 0.024, -0.013, -0.138, 0.053, -0.176, -0.051, 0.117, 0.131, 0.138, 0.125, 0.123, 0.128, 0.136, 0.124, 0.089, 0.121, 0.023, 0.037, -0.630, 0.156, -0.327, 0.094, 0.103, 0.174, -0.046, -0.053, -0.082, -0.340, -0.079, -0.044, 1.011, -0.400, -0.089, -0.041, -0.045, -0.058, -0.135, -0.304, -0.043, -0.033, 0.006, -0.146, -0.002, -0.051, -0.147, -0.246, -0.183, 0.119, 0.114, 0.070, 0.107, 0.119, 0.107, 0.121, 0.118, 0.117, 0.105, 0.117, 0.119, 0.127, 0.128, 0.116, 0.091, -0.300, 0.790, -0.290, 0.062, 0.057, 0.038, 0.051, 0.038, 0.064]
}


# 4
{
  "formula": "C4H22NO7",
  "method": "ωB97M-V/def2-TZVPD",
  "orbital_gap_ha": 0.2327,
  "fmax_ha_per_bohr": 0.0511,
  "charge": -1,
  "symbols": ["O", "H", "C", "C", "C", "O", "C", "N", "H", "H", "H", "H", "H", "H", "H", "H", "H", "H", "H", "O", "H", "H", "O", "H", "H", "O", "H", "H", "O", "H", "H", "O", "H", "H"],
  "coordinates": [[-0.1152, 2.8564, -0.1683], [0.7101, 2.5242, 0.2356], [0.2293, -2.4149, 2.3511], [0.3344, -2.8192, 0.8110], [0.3250, -4.3338, 0.5982], [0.7281, -4.5505, -0.7178], [0.6855, -5.9252, -1.0786], [-0.7662, -2.1404, 0.1995], [0.0523, -1.3460, 2.4703], [1.1326, -2.6801, 2.9004], [-0.6980, -2.8654, 2.7051], [1.2601, -2.3892, 0.4286], [-0.6531, -4.7595, 0.8221], [1.0009, -4.7446, 1.3483], [1.1244, -6.1660, -2.0469], [-0.2523, -6.4528, -0.9048], [1.3280, -6.4395, -0.3640], [-0.6855, -2.3026, -0.7942], [-0.6087, -1.1440, 0.2487], [-1.0871, 3.8987, 3.5453], [-0.9732, 3.6166, 2.6377], [-0.1958, 3.9819, 3.8843], [-1.2921, 6.8264, -1.0694], [-1.0009, 5.9385, -0.8620], [-1.5170, 6.7941, -1.9993], [1.2265, 2.2669, -3.9824], [0.8558, 2.2392, -3.1004], [0.5646, 2.7175, -4.5069], [-4.1557, 2.1253, -1.2671], [-3.2668, 2.2704, -0.9428], [-4.6600, 1.8908, -0.4881], [3.7342, 4.2969, -0.1227], [3.7934, 5.2025, -0.4269], [2.8426, 4.0274, -0.3434]],
  "lowdin_charge": [-0.625, -0.211, -0.054, -0.435, -0.237, -0.171, -0.111, 0.029, 0.069, 0.064, 0.068, 0.133, 0.127, 0.119, 0.086, 0.082, 0.074, 0.071, 0.079, -0.073, 0.009, 0.019, -0.067, 0.021, 0.019, -0.071, 0.014, 0.019, -0.066, 0.024, 0.021, -0.066, 0.021, 0.017]
}


# 5
{
  "formula": "C3H6N2O",
  "method": "ωB97M-V/def2-TZVPD",
  "orbital_gap_ha": 0.3053,
  "fmax_ha_per_bohr": 0.0099,
  "symbols": ["N", "C", "O", "N", "C", "C", "H", "H", "H", "H", "H", "H"],
  "coordinates": [[2.0139, 0.2962, -0.0917], [0.8174, -0.3019, -0.3458], [0.6583, -1.2290, -1.1042], [-0.2643, 0.2740, 0.3872], [-1.5490, -0.4626, 0.4672], [-1.6605, 0.7872, -0.3244], [2.0874, 1.1698, 0.4037], [2.7764, 0.0360, -0.6977], [-1.4440, -1.4549, 0.0250], [-1.9394, -0.4849, 1.4864], [-1.4715, 0.4985, -1.3723], [-0.0248, 0.8716, 1.1666]],
  "lowdin_charge": [0.177, -0.555, 0.088, -0.057, -0.211, -0.039, 0.106, 0.116, 0.105, 0.098, 0.025, 0.147]
}